1.
Molecular formula: C15H11BCo2O6
Method: DFT, wB97M-V/def2-TZVPD

XYZ file:
```
35
C15H11BCo2O6, DFT wB97M-V/def2-TZVPD
O 0.179 7.015 6.082
C -0.871 6.538 6.024
Co -2.452 5.815 5.864
C -2.227 4.474 6.969
O -2.036 3.624 7.727
C -3.431 6.960 6.749
O -3.980 7.710 7.437
C -2.610 6.105 3.875
C -2.193 7.392 3.315
C -2.664 8.568 3.903
C -2.221 9.800 3.444
C -1.354 9.879 2.361
C -0.947 8.709 1.716
C -1.399 7.462 2.151
C -2.730 4.953 3.171
C -2.031 3.942 2.463
Co -4.182 5.217 4.069
C -5.187 6.454 4.736
O -6.000 7.173 5.122
C -4.396 4.009 5.388
O -4.827 3.193 6.087
C -5.337 4.638 2.864
O -6.197 4.325 2.158
H -3.377 8.493 4.735
H -2.566 10.688 3.963
H -1.004 10.840 2.028
H -0.270 8.758 0.870
H -1.124 6.543 1.611
H -2.582 3.576 1.605
H -1.071 4.119 1.994
H -1.786 3.178 3.101
B -0.772 1.099 1.498
H -1.889 1.315 0.902
H 0.098 2.021 1.333
H -0.903 0.711 2.722
```

The HOMO energy comes out at -8.09 eV. The HOMO-LUMO gap is 7.011 eV. The LUMO energy is -1.1 eV. The relative energy (zero: lowest compared OMol25 entry of this formula, charge and spin) is 16.5 kcal per mole. Its energy is -3819.82269 Eh.

2.
Molecular formula: C6H9FO
Method: DFT, wB97M-V/def2-TZVPD

XYZ file:
```
17
C6H9FO, DFT wB97M-V/def2-TZVPD
C -1.417 -0.838 1.105
C -0.310 -0.269 0.263
C -0.531 0.193 -0.972
C 0.434 0.799 -1.963
C 1.033 -0.279 0.894
C 1.335 -0.604 2.154
H -1.578 -0.246 2.009
H -1.236 -1.847 1.428
H -2.357 -0.816 0.556
H -1.553 0.116 -1.370
H 1.149 1.502 -1.477
H 1.012 0.026 -2.441
H -0.698 2.225 -2.627
H 2.383 -0.587 2.513
H 0.566 -0.902 2.874
O -0.279 1.441 -3.018
F 2.046 0.087 0.074
```

The HOMO energy comes out at -8.95 eV. The HOMO-LUMO gap is 9.718 eV. The LUMO energy is 0.8 eV. Its SMILES is C=C(F)/C(C)=C\CO. The relative energy (zero: lowest compared OMol25 entry of this formula, charge and spin) is 13.0 kcal per mole. Its energy is -409.07680 Eh.

3.
Molecular formula: C20H22BCl45NO2
Method: DFT, wB97M-V/def2-TZVPD

XYZ file:
```
91
C20H22BCl45NO2, DFT wB97M-V/def2-TZVPD
O -2.035 2.006 -2.243
B -2.694 2.379 -3.369
O -2.113 3.028 -4.379
N -4.173 1.930 -3.409
C -4.409 0.719 -3.942
C -5.683 0.199 -3.979
C -6.726 0.945 -3.453
C -6.457 2.191 -2.903
C -5.171 2.679 -2.885
H -2.634 1.633 -1.584
H -1.149 2.879 -4.327
H -3.562 0.175 -4.337
H -5.824 -0.784 -4.403
H -7.731 0.557 -3.493
H -7.231 2.801 -2.462
H -4.987 3.651 -2.439
C 1.453 0.662 -4.836
Cl 2.416 0.744 -6.310
Cl 2.136 -0.475 -3.693
Cl 1.315 2.277 -4.103
H 0.461 0.320 -5.102
C 0.852 -0.388 0.293
Cl 0.377 0.236 1.872
Cl 0.793 -2.148 0.283
Cl -0.200 0.266 -0.970
H 1.869 -0.072 0.093
C 3.743 -4.803 -0.396
Cl 5.381 -4.610 0.226
Cl 2.605 -5.064 0.928
Cl 3.299 -3.394 -1.358
H 3.717 -5.675 -1.037
C 3.310 0.795 4.478
Cl 4.200 0.814 2.955
Cl 4.113 -0.231 5.661
Cl 3.095 2.440 5.092
H 2.326 0.383 4.288
C 1.543 -2.415 -8.081
Cl 2.678 -3.693 -7.665
Cl 1.173 -2.436 -9.803
Cl 0.051 -2.562 -7.131
H 1.999 -1.465 -7.844
C -2.387 -3.512 -2.382
Cl -1.418 -3.438 -3.858
Cl -1.654 -4.597 -1.214
Cl -2.597 -1.893 -1.691
H -3.366 -3.896 -2.635
C 5.832 -2.054 -4.492
Cl 5.388 -1.403 -2.913
Cl 5.698 -3.812 -4.510
Cl 4.820 -1.336 -5.749
H 6.863 -1.790 -4.688
C -0.169 0.935 6.281
Cl 1.021 -0.303 6.683
Cl -0.543 0.881 4.553
Cl -1.636 0.750 7.235
H 0.263 1.903 6.497
C -8.938 0.207 0.381
Cl -7.985 0.250 -1.127
Cl -8.132 -0.757 1.612
Cl -9.228 1.843 0.952
H -9.891 -0.254 0.157
C -5.548 -3.185 0.762
Cl -6.385 -4.277 1.857
Cl -3.888 -2.912 1.285
Cl -5.620 -3.807 -0.897
H -6.064 -2.235 0.777
C -3.230 6.874 -4.160
Cl -3.987 5.302 -3.803
Cl -3.048 7.813 -2.688
Cl -1.683 6.638 -4.960
H -3.888 7.408 -4.832
C 8.343 -3.370 2.140
Cl 9.276 -3.366 0.639
Cl 9.104 -4.409 3.343
Cl 8.145 -1.731 2.760
H 7.360 -3.766 1.927
C -5.631 -0.249 7.265
Cl -7.337 -0.465 7.644
Cl -5.422 0.288 5.594
Cl -4.876 0.887 8.383
H -5.137 -1.205 7.373
C 5.366 4.179 7.577
Cl 4.837 5.862 7.645
Cl 6.766 3.998 6.525
Cl 5.712 3.565 9.194
H 4.559 3.590 7.163
C 9.693 0.769 5.644
Cl 7.994 0.566 6.074
Cl 9.859 1.274 3.962
Cl 10.470 1.929 6.721
H 10.189 -0.185 5.759
```

The HOMO energy comes out at -11.89 eV. As for the net charge: +1. The HOMO-LUMO gap is 7.710 eV. The LUMO energy is -4.2 eV. Its energy is -21713.82934 Eh.

4.
Molecular formula: C2H3NO
Method: DFT, wB97M-V/def2-TZVPD

XYZ file:
```
7
C2H3NO, DFT wB97M-V/def2-TZVPD
C -0.224 0.103 -0.832
C 0.631 -0.205 0.325
N -0.847 -0.120 0.327
O -0.350 0.357 -1.984
H 1.019 -1.198 0.508
H 1.209 0.600 0.763
H -1.439 0.463 0.892
```

The HOMO energy comes out at -9.80 eV. The HOMO-LUMO gap is 10.733 eV. The LUMO energy is 0.9 eV. Its SMILES is O=C1CN1. The relative energy (zero: lowest compared OMol25 entry of this formula, charge and spin) is 33.4 kcal per mole. Its energy is -207.94437 Eh.

5.
Molecular formula: C3H9N2O
Method: DFT, wB97M-V/def2-TZVPD

XYZ file:
```
15
C3H9N2O, DFT wB97M-V/def2-TZVPD
C -0.762 -0.561 0.786
C 3.063 -0.433 0.341
C -1.758 1.084 -0.573
N 2.088 0.544 0.500
N -0.922 -0.056 -0.322
O 1.671 1.005 -0.525
H -1.249 -0.210 1.784
H 2.600 -1.475 0.450
H 3.690 -0.371 -0.550
H 3.611 -0.388 1.260
H -1.047 1.932 -0.577
H -2.492 1.297 0.196
H -2.324 1.017 -1.526
H 0.043 0.235 -0.791
H 0.200 -1.218 1.048
```

The HOMO energy comes out at -13.90 eV. As for the net charge: +1. The HOMO-LUMO gap is 8.297 eV. The LUMO energy is -5.6 eV. The relative energy (zero: lowest compared OMol25 entry of this formula, charge and spin) is 139.2 kcal per mole. Its energy is -304.02852 Eh.

6.
Molecular formula: C28H61BeBrCaCs2I2N2NbO9S
Method: DFT, wB97M-V/def2-TZVPD

XYZ file:
```
109
C28H61BeBrCaCs2I2N2NbO9S, DFT wB97M-V/def2-TZVPD
C 1.324 -4.348 -3.069
C 0.609 -2.974 -2.551
C -0.159 -2.218 -3.807
Nb -2.311 -2.971 -4.113
C -3.008 -0.821 -3.966
C -4.461 -3.558 -4.512
I -5.181 -3.321 -6.559
C -5.396 -4.068 -3.554
C -4.978 -4.338 -2.022
I -7.394 -4.478 -4.125
H 2.381 -4.292 -2.716
H 0.769 -5.244 -2.603
H 1.357 -4.382 -4.180
H 1.401 -2.289 -2.172
H -0.198 -3.143 -1.746
H -0.157 -1.074 -3.681
H 0.370 -2.409 -4.776
H -2.478 -3.121 -2.314
H -1.774 -4.705 -4.166
H -2.038 -2.832 -5.909
H -2.354 -0.156 -3.292
H -3.096 -0.321 -5.022
H -4.048 -0.781 -3.541
H -5.929 -4.477 -1.451
H -4.455 -3.481 -1.550
H -4.419 -5.330 -1.907
Cs -1.351 1.208 -4.217
C 3.253 6.906 2.461
C 1.945 7.646 2.177
C 0.830 6.745 1.653
N 0.661 6.716 0.139
C -0.039 7.965 -0.324
C 1.939 6.504 -0.646
C 2.205 5.017 -0.482
C 0.831 4.385 -0.581
C -0.169 5.484 -0.225
H 3.794 6.645 1.548
H 3.917 7.530 3.060
H 3.071 5.984 3.019
H 2.128 8.503 1.524
H 1.603 8.057 3.131
H -0.131 7.093 2.042
H 0.968 5.717 1.993
H 0.577 8.825 -0.072
H -1.006 8.020 0.174
H -0.178 7.907 -1.403
H 1.725 6.741 -1.691
H 2.733 7.173 -0.290
H 2.651 4.803 0.503
H 2.887 4.628 -1.242
H 0.742 3.525 0.083
H 0.643 4.024 -1.594
H -0.812 5.230 0.616
H -0.785 5.737 -1.086
O -2.611 9.333 5.369
S -1.730 8.722 4.366
O -0.508 9.539 4.223
O -2.431 8.653 3.065
O -1.350 7.355 4.782
Cs -1.715 -5.704 -2.701
C -5.257 0.259 0.337
O -4.696 1.479 0.810
C -4.921 1.724 2.110
O -5.532 1.021 2.861
O -4.345 2.887 2.412
C -4.504 3.286 3.780
H -5.006 0.147 -0.721
H -4.811 -0.584 0.877
H -6.338 0.254 0.443
H -4.045 2.559 4.448
H -5.557 3.419 4.021
H -3.996 4.241 3.903
C -6.638 -0.803 -4.037
O -6.083 -0.729 -2.809
H -6.696 -1.847 -4.497
H -7.685 -0.464 -4.142
H -6.135 -0.244 -4.851
Ca 4.331 5.498 -1.121
Br -5.919 1.783 -1.596
C 3.658 -3.311 0.619
C 3.238 -4.685 1.171
C 3.873 -5.796 0.318
C 5.382 -5.966 0.488
C 5.889 -5.544 1.871
C 4.824 -5.563 2.982
N 3.715 -4.705 2.567
O 2.685 -4.628 3.527
C 5.485 -4.949 4.224
C 4.440 -7.012 3.313
C 1.723 -4.813 0.978
H 3.188 -2.500 1.188
H 3.359 -3.192 -0.428
H 4.738 -3.164 0.670
H 3.393 -6.749 0.554
H 3.655 -5.623 -0.741
H 5.640 -7.012 0.302
H 5.911 -5.391 -0.276
H 6.738 -6.173 2.147
H 6.297 -4.531 1.789
H 5.735 -3.894 4.053
H 6.413 -5.470 4.470
H 4.839 -5.007 5.103
H 5.323 -7.578 3.620
H 4.000 -7.540 2.465
H 3.728 -7.062 4.137
H 1.469 -4.733 -0.081
H 1.174 -4.023 1.493
H 1.353 -5.777 1.333
Be 3.305 -2.972 3.842
```

The HOMO energy comes out at -7.24 eV. As for the net charge: +1. The HOMO-LUMO gap is 1.184 eV. The LUMO energy is -6.1 eV. Its energy is -6245.95999 Eh.